# 1
{"formula": "CHF2IO", "method": "ωB97M-V/def2-TZVPD", "species": ["O", "C", "F", "F", "I", "H"], "xyz": [[0.827, 0.687, 0.070], [-0.006, -0.255, 0.180], [0.148, -0.805, 1.327], [0.116, -1.171, -0.891], [-2.213, 0.572, 0.123], [1.129, 0.973, -0.808]], "atomic_forces_ev_per_a": [[2.91, 3.09, -0.39], [-3.08, -1.33, -2.71], [-0.15, -1.49, 1.33], [-0.35, 0.86, 1.68], [1.31, -0.68, -0.08], [-0.64, -0.45, 0.17]], "nbo_charge": [-0.6911, 0.9392, -0.2928, -0.3607, -0.1226, 0.5279], "relative_energy_kcal_mol": 12.5, "smiles": "OC(F)(F)I", "homo_energy_ev": -9.770, "homo_lumo_gap_ev": 9.54, "energy_ha": -611.35299, "e_lumo_ev": -0.2313}


# 2
{"formula": "CHF2IO", "method": "ωB97M-V/def2-TZVPD", "species": ["O", "C", "F", "H", "F", "I"], "xyz": [[0.111, -0.815, 0.783], [1.196, -0.395, 0.473], [1.811, -0.745, -0.700], [1.826, 0.442, 0.819], [-1.613, 0.833, -1.093], [-3.331, 0.680, -0.282]], "atomic_forces_ev_per_a": [[3.02, 0.84, -0.34], [-2.18, -0.02, -1.07], [-0.44, -0.42, 0.63], [-0.43, -0.42, 0.79], [0.07, 0.04, -0.05], [-0.03, -0.03, 0.04]], "nbo_charge": [-0.5040, 0.7266, -0.3519, 0.1285, -0.5494, 0.5501], "relative_energy_kcal_mol": 31.0, "smiles": "O=CF.FI", "homo_energy_ev": -10.171, "homo_lumo_gap_ev": 8.87, "energy_ha": -611.32349, "e_lumo_ev": -1.3036}


# 3
{"formula": "CHF2NO2", "method": "ωB97M-V/def2-TZVPD", "species": ["C", "N", "O", "O", "F", "F", "H"], "xyz": [[0.064, -0.681, -0.090], [-2.647, -0.197, 0.135], [-3.325, -1.120, 0.040], [-2.637, 0.974, 0.095], [0.187, -1.431, -1.208], [0.284, -1.448, 0.983], [0.593, 0.304, 0.023]], "atomic_forces_ev_per_a": [[0.17, -0.35, 0.28], [4.24, 0.23, 0.53], [-2.62, -1.48, -0.38], [-1.38, 1.33, -0.20], [0.15, 1.10, 0.87], [-0.12, 0.15, -0.33], [-0.44, -0.98, -0.77]], "nbo_charge": [0.5406, 0.5292, -0.2526, -0.2884, -0.3307, -0.3336, 0.1354], "relative_energy_kcal_mol": 70.4, "homo_energy_ev": [-9.618, -9.292], "homo_lumo_gap_ev": [9.71, 8.60], "energy_ha": -443.46800, "e_lumo_ev": [0.0906, -0.6932]}


# 4
{"formula": "CHF2NO3", "method": "ωB97M-V/def2-TZVPD", "species": ["O", "N", "O", "O", "C", "F", "F", "H"], "xyz": [[0.592, 1.418, 0.264], [0.418, 0.219, 0.226], [-0.600, -0.170, -1.048], [-1.036, 0.997, -1.468], [0.682, -0.863, 0.834], [0.173, -1.940, 0.248], [1.507, -0.999, 1.845], [-1.736, 1.336, -0.900]], "atomic_forces_ev_per_a": [[0.47, -0.22, 0.94], [-0.69, 0.65, -1.15], [0.13, -1.27, 1.32], [0.45, 1.63, -1.44], [-0.37, 0.04, -1.13], [0.86, -0.29, 1.36], [-0.51, -0.15, -0.51], [-0.34, -0.39, 0.59]], "nbo_charge": [-0.3858, 0.1820, -0.1725, -0.3658, 0.8111, -0.2686, -0.2589, 0.4585], "relative_energy_kcal_mol": 117.3, "smiles": "[O-][N+](OO)=C(F)F", "homo_energy_ev": -9.764, "homo_lumo_gap_ev": 10.31, "energy_ha": -518.64903, "e_lumo_ev": 0.5496}


# 5
{"formula": "CHF2P", "method": "ωB97M-V/def2-TZVPD", "species": ["C", "F", "F", "P", "H"], "xyz": [[-2.406, 0.606, -0.635], [-3.209, 0.054, -1.494], [-2.727, 0.070, 0.532], [1.474, 1.021, 0.269], [1.990, -0.217, 0.634]], "atomic_forces_ev_per_a": [[-0.15, -0.25, 0.58], [0.06, -0.01, 0.26], [0.10, 0.26, -0.85], [-0.26, 0.60, -0.18], [0.25, -0.61, 0.18]], "nbo_charge": [0.6590, -0.3214, -0.3353, 0.1179, -0.1203], "relative_energy_kcal_mol": 81.8, "homo_energy_ev": [-8.810, -8.799], "homo_lumo_gap_ev": [7.39, 7.39], "energy_ha": -579.59611, "e_lumo_ev": [-1.4158, -1.4073]}


# 6
{"formula": "CHF3N3P3", "method": "ωB97M-V/def2-TZVPD", "species": ["C", "N", "N", "N", "F", "F", "F", "P", "P", "P", "H"], "xyz": [[-0.209, 1.658, -0.503], [-0.646, -2.436, 0.719], [-0.521, -0.002, 1.762], [1.117, -0.950, -0.376], [0.639, 2.024, -1.479], [-1.175, 1.064, -1.157], [-0.667, 2.782, 0.024], [0.025, -2.214, -0.696], [-1.040, -1.506, 2.004], [0.724, 0.437, 0.897], [1.754, -0.859, -1.195]], "atomic_forces_ev_per_a": [[1.68, -0.81, 0.86], [-0.54, -0.22, -0.24], [-1.55, -1.93, 0.76], [-1.07, -1.15, -0.94], [1.11, 0.12, -0.08], [-1.71, -1.02, -0.21], [-0.39, 0.44, 0.65], [1.15, 1.53, 1.53], [0.06, 0.58, -0.28], [1.75, 1.73, -3.10], [-0.48, 0.74, 1.06]], "nbo_charge": [0.7409, -1.4144, -1.3531, -1.2632, -0.3528, -0.3362, -0.3288, 1.3809, 1.3562, 1.1503, 0.4201], "relative_energy_kcal_mol": 12.4, "homo_energy_ev": -8.961, "homo_lumo_gap_ev": 7.40, "energy_ha": -1526.65992, "e_lumo_ev": -1.5563}


# 7
{"formula": "CHF4N", "method": "ωB97M-V/def2-TZVPD", "species": ["C", "N", "F", "F", "F", "F", "H"], "xyz": [[-0.241, 0.485, 0.565], [-0.020, -0.532, -1.120], [0.103, 1.720, 0.333], [-1.513, 0.362, 0.856], [0.520, -0.091, 1.464], [1.334, -0.460, -1.324], [-0.182, -1.485, -0.773]], "atomic_forces_ev_per_a": [[0.35, -2.72, -3.84], [-1.58, 2.57, 3.26], [0.00, -0.17, 0.09], [0.04, 0.18, 0.12], [0.05, 0.27, 0.16], [0.79, -0.22, 0.01], [0.34, 0.10, 0.19]], "nbo_charge": [1.0746, -0.2492, -0.2876, -0.3010, -0.3005, -0.2538, 0.3175], "relative_energy_kcal_mol": 34.3, "homo_energy_ev": -10.430, "homo_lumo_gap_ev": 11.14, "energy_ha": -492.80043, "e_lumo_ev": 0.7060}


# 8
{"formula": "CHFI2S", "method": "ωB97M-V/def2-TZVPD", "species": ["C", "F", "S", "I", "I", "H"], "xyz": [[-0.587, -0.227, -0.053], [-0.532, -1.243, -0.934], [0.876, 1.261, -0.326], [-2.441, 0.794, 0.159], [2.895, -0.038, 0.098], [-0.211, -0.547, 1.056]], "atomic_forces_ev_per_a": [[2.73, 1.03, 2.85], [-0.10, 0.95, 0.44], [-3.83, -0.56, -0.58], [0.18, -0.40, -0.30], [2.13, -1.36, 0.46], [-1.11, 0.33, -2.87]], "nbo_charge": [-0.0452, -0.3362, 0.0045, 0.1678, -0.0039, 0.2130], "relative_energy_kcal_mol": 17.2, "spin_multiplicity": 3, "homo_energy_ev": [-6.922, -9.629], "s2": 2.0117, "homo_lumo_gap_ev": [6.50, 6.51], "energy_ha": -1132.01902, "e_lumo_ev": [-0.4273, -3.1169]}


# 9
{"formula": "CHFN2O2S", "method": "ωB97M-V/def2-TZVPD", "species": ["C", "N", "N", "O", "O", "F", "S", "H"], "xyz": [[1.911, -0.227, -0.501], [2.451, -0.766, -1.411], [1.488, 0.491, 0.424], [-2.898, -0.544, 0.330], [-0.819, 0.437, 1.244], [-0.923, -0.131, -1.231], [-1.814, 0.376, 0.145], [0.603, 0.362, 1.001]], "atomic_forces_ev_per_a": [[0.02, 0.21, 0.24], [0.07, -0.48, -0.43], [0.15, 0.53, 0.93], [-0.03, 0.46, -0.56], [-3.02, 0.43, -1.22], [-1.52, 0.90, 2.14], [2.37, -1.76, 0.17], [1.96, -0.29, -1.26]], "nbo_charge": [0.3651, -0.2889, -0.5317, -0.7312, -0.8024, -0.4576, 2.0414, 0.4053], "relative_energy_kcal_mol": 82.7, "homo_energy_ev": [-9.922, -10.390], "homo_lumo_gap_ev": [7.90, 5.21], "energy_ha": -796.58478, "e_lumo_ev": [-2.0237, -5.1826]}


# 10
{"formula": "CHFN5", "method": "ωB97M-V/def2-TZVPD", "species": ["C", "N", "N", "N", "N", "N", "F", "H"], "xyz": [[1.321, 0.669, 0.288], [1.981, 0.031, 1.217], [1.899, 0.659, -0.896], [3.072, -0.304, 0.593], [3.004, 0.053, -0.706], [-0.023, 1.550, 0.463], [-1.009, 0.775, -0.229], [0.286, 2.159, -0.248]], "atomic_forces_ev_per_a": [[-4.34, 2.16, 0.46], [-0.46, 0.86, 0.73], [-1.72, 1.60, -0.78], [1.79, -1.40, -0.97], [2.06, -1.29, 1.25], [3.37, -3.43, 0.76], [-0.41, 0.10, -0.11], [-0.28, 1.40, -1.35]], "nbo_charge": [0.2915, -0.3488, -0.3861, -0.1930, -0.1742, -0.2098, -0.3073, 0.3277], "relative_energy_kcal_mol": 8.1, "homo_energy_ev": -5.030, "homo_lumo_gap_ev": 9.73, "energy_ha": -412.29060, "charge": -1, "e_lumo_ev": 4.6981}